No. 1
The following is a quantum chemistry calculation of a cluster of 14 separate species, C40H117N17O14 in total, from the OMol25 dataset.

## Properties
- 2S+1: 2
- Charge: -1
- E_LUMO (spin up / spin down): 1.72 / 1.71 eV

Last column: Löwdin spin population.
Geometry (Å):
C 1.276 5.187 -5.744  0.001
O 0.892 4.448 -6.654  0.000
N 1.332 4.812 -4.503  0.001
N 1.700 6.449 -5.825  0.000
H 0.985 3.888 -4.289  0.000
H 1.796 5.405 -3.831  0.000
H 2.092 6.753 -6.705  0.000
H 2.100 6.788 -4.962  0.000
C 3.546 3.483 -1.098  0.007
O 2.723 4.326 -0.728  0.019
N 3.228 2.276 -1.274  0.002
N 4.806 3.583 -1.031  0.005
H 2.246 2.088 -1.135  0.000
H 3.960 1.589 -1.385  0.002
H 5.402 2.770 -1.090  0.003
H 5.220 4.450 -0.718  0.005
C 1.351 7.205 -2.385  0.032
O 2.392 6.839 -2.898  0.008
N 0.681 6.469 -1.527  0.011
N 0.687 8.263 -2.659  0.013
H 1.136 5.596 -1.299  0.001
H -0.197 6.751 -1.114  0.020
H -0.098 8.523 -2.079  0.027
H 1.076 8.920 -3.321  0.002
C -0.168 5.308 1.748  0.100
O -1.005 4.647 1.127  0.041
N 1.122 5.055 1.752  0.036
N -0.558 6.280 2.441  0.113
H 1.548 4.321 1.204  0.005
H 1.789 5.539 2.336  0.085
H -1.544 6.470 2.555  0.075
H -0.002 6.933 2.973  0.132
C -0.021 -0.889 1.583  0.001
C 0.690 -0.075 0.420  0.000
C -0.187 1.060 -0.213  0.003
O 0.543 1.537 -1.324  0.002
C -0.075 2.725 -1.884  0.004
N 1.811 0.551 1.006  0.001
H 0.581 -1.012 2.483  0.000
H -0.326 -1.821 1.108  0.000
H -0.933 -0.368 1.876  0.001
H 1.076 -0.745 -0.348  0.000
H -0.372 1.903 0.452  0.002
H -1.129 0.627 -0.550  0.001
H 0.642 3.124 -2.601  0.000
H -0.123 3.478 -1.097  0.001
H -1.009 2.418 -2.354  0.001
H 1.507 0.934 1.890  0.001
H 2.016 1.382 0.469  0.001
C 4.746 1.198 2.592  0.009
C 4.705 -0.348 2.854  0.001
C 3.928 -0.704 4.146  0.001
O 4.623 -0.361 5.360  0.002
C 5.738 -1.222 5.581  0.000
N 4.029 -0.949 1.727  0.000
H 5.576 1.373 1.908  0.002
H 5.030 1.635 3.549  0.003
H 3.889 1.723 2.171  0.003
H 5.766 -0.594 2.805  0.000
H 3.634 -1.754 4.149  0.000
H 2.948 -0.228 4.127  0.000
H 6.137 -1.149 6.593  0.000
H 6.556 -0.715 5.070  0.000
H 5.801 -2.216 5.138  0.000
H 4.535 -0.578 0.936  0.001
H 3.173 -0.421 1.635  0.000
C -3.156 0.023 8.470  0.001
C -3.404 -0.845 7.231  0.000
C -2.087 -1.152 6.446  0.000
O -2.450 -2.166 5.540  0.000
C -1.381 -2.712 4.655  0.000
N -4.129 -2.053 7.710  0.000
H -2.354 -0.153 9.187  0.000
H -4.093 0.076 9.024  0.000
H -3.012 1.088 8.291  0.000
H -4.041 -0.338 6.506  0.000
H -1.326 -1.420 7.179  0.000
H -1.646 -0.218 6.096  0.000
H -0.767 -1.953 4.169  0.000
H -1.893 -3.342 3.929  0.000
H -0.747 -3.382 5.235  0.000
H -4.447 -2.621 6.938  0.000
H -3.471 -2.651 8.189  0.000
C -4.072 -5.870 1.994  0.000
C -4.143 -5.011 0.685  0.000
C -3.467 -3.651 0.948  0.000
O -4.416 -2.877 1.599  0.001
C -4.002 -1.584 1.845  0.004
N -3.373 -5.712 -0.340  0.000
H -4.292 -5.270 2.877  0.000
H -3.088 -6.339 2.024  0.000
H -4.723 -6.744 1.966  0.000
H -5.205 -5.009 0.439  0.000
H -3.249 -3.206 -0.023  0.000
H -2.501 -3.681 1.452  0.000
H -3.758 -0.957 0.987  0.002
H -3.203 -1.524 2.585  0.000
H -4.965 -1.185 2.163  0.001
H -3.716 -5.296 -1.194  0.000
H -3.558 -6.692 -0.497  0.000
C 0.306 2.182 5.807  0.013
C -0.739 2.210 4.732  0.003
C -1.855 3.188 4.976  0.020
O -2.655 2.812 6.090  0.012
C -3.926 3.411 5.899  0.021
N -0.026 2.454 3.448  0.006
H -0.199 1.915 6.735  0.001
H 0.924 3.077 5.871  0.019
H 1.120 1.489 5.599  0.001
H -1.251 1.262 4.562  0.001
H -2.462 3.083 4.077  0.006
H -1.506 4.218 4.900  0.026
H -3.895 4.420 6.311  0.006
H -4.645 2.879 6.521  0.001
H -4.300 3.374 4.876  0.008
H 0.290 3.414 3.439  0.009
H -0.608 2.478 2.623  0.002
C -1.424 2.180 -6.209  0.000
C -1.192 1.132 -5.095  0.000
C -2.430 0.402 -4.587  0.001
O -2.086 -0.357 -3.512  0.001
C -3.144 -1.150 -3.065  0.001
N -0.285 0.238 -5.751  0.000
H -2.180 2.018 -6.977  0.000
H -0.569 2.331 -6.867  0.000
H -1.627 3.103 -5.665  0.001
H -0.701 1.695 -4.301  0.000
H -2.836 -0.200 -5.401  0.000
H -3.250 1.062 -4.305  0.001
H -2.916 -1.791 -2.213  0.000
H -3.484 -1.847 -3.830  0.000
H -4.047 -0.680 -2.675  0.001
H -0.083 -0.602 -5.228  0.000
H 0.607 0.683 -5.916  0.000
C 2.123 1.662 -8.526  0.000
C 2.886 0.571 -7.918  0.000
C 3.441 0.844 -6.445  0.000
O 2.397 0.700 -5.517  0.000
C 2.688 0.982 -4.184  0.001
N 2.029 -0.586 -7.901  0.000
H 1.188 1.785 -7.979  0.000
H 1.780 1.436 -9.536  0.000
H 2.646 2.616 -8.459  0.000
H 3.796 0.343 -8.472  0.000
H 3.848 1.845 -6.303  0.000
H 4.134 0.011 -6.326  0.000
H 3.414 0.281 -3.772  0.000
H 1.761 1.000 -3.612  0.000
H 3.075 1.995 -4.295  0.000
H 1.133 -0.372 -7.488  0.000
H 2.380 -1.240 -7.216  0.000
C 0.141 -3.184 -1.819  0.000
C 0.287 -3.108 -3.336  0.000
C -0.930 -3.754 -4.052  0.000
O -0.978 -5.117 -3.964  0.000
C -1.868 -5.840 -4.755  0.000
N 0.429 -1.751 -3.750  0.000
H 1.002 -2.657 -1.408  0.000
H 0.240 -4.231 -1.533  0.000
H -0.760 -2.673 -1.481  0.000
H 1.128 -3.683 -3.726  0.000
H -0.923 -3.620 -5.134  0.000
H -1.880 -3.365 -3.685  0.000
H -1.725 -5.634 -5.816  0.000
H -2.880 -5.649 -4.400  0.000
H -1.628 -6.900 -4.667  0.000
H -0.508 -1.377 -3.787  0.000
H 0.797 -1.324 -2.912  0.000
C 0.609 -7.882 1.701  0.000
C -0.291 -6.710 1.402  0.000
C 0.549 -5.576 0.830  0.000
O 1.464 -5.113 1.935  0.000
C 0.897 -4.712 3.172  0.000
N -1.055 -7.121 0.316  0.000
H 1.381 -7.614 2.423  0.000
H 0.957 -8.587 0.946  0.000
H 0.039 -8.551 2.345  0.000
H -0.861 -6.380 2.270  0.000
H -0.073 -4.722 0.562  0.000
H 1.109 -5.707 -0.097  0.000
H 0.171 -3.918 3.000  0.000
H 1.620 -4.331 3.892  0.000
H 0.371 -5.461 3.764  0.000
H -1.632 -7.860 0.692  0.000
H -1.731 -6.398 0.111  0.000
O -2.462 4.689 -1.467  0.032
H -3.401 4.538 -1.356  0.004
H -2.132 4.815 -0.577  0.003



No. 2
The following is a quantum chemistry calculation of the molecule C2H5Cl3NP, from the OMol25 dataset.

## Properties
- SMILES: NPCC(Cl)(Cl)Cl
- Energy above the lowest of the compared OMol25 structures with the same formula, charge and spin: 21.19 kcal/mol
- E_LUMO: 0.51 eV

Last column: natural (NBO) charge in e.
Geometry (Å):
N 1.843 0.689 1.061  -1.111
P 1.203 1.136 -0.478  0.738
C -0.231 -0.595 -0.636  -0.698
C -1.500 -0.100 -0.086  -0.080
Cl -2.749 -1.537 -0.004  -0.081
Cl -1.281 0.326 1.568  0.015
Cl -2.176 1.319 -0.909  0.036
H 1.170 1.093 1.658  0.388
H 1.952 -0.311 0.977  0.387
H 2.066 0.325 -1.279  -0.064
H -0.459 -0.862 -1.721  0.239
H 0.163 -1.481 -0.152  0.232



No. 3
The following is a quantum chemistry calculation of a structure of composition C40H62GeN3O7PReSTe, from the OMol25 dataset.

## Properties
- Energy above the lowest of the compared OMol25 structures with the same formula, charge and spin: 0.00 kcal/mol
- 2S+1: 4
- Charge: +2
- E_LUMO (spin up / spin down): -4.31 / -4.94 eV

Last column: Löwdin spin population.
Geometry (Å):
Re -0.101 0.916 0.059  2.298
C -1.730 -3.756 -3.649  0.000
O -1.527 -2.679 -2.729  0.001
C -2.010 -2.798 -1.452  0.002
C -3.002 -3.677 -1.062  -0.001
C -3.411 -3.692 0.266  0.002
C -2.831 -2.838 1.174  -0.001
C -1.830 -1.934 0.802  0.005
C -1.160 -1.163 1.922  0.010
N -0.112 -0.306 1.573  0.141
N 1.093 -0.548 2.245  0.034
C 2.053 -0.072 1.540  0.036
O 1.809 0.536 0.369  0.131
C 3.469 -0.188 1.942  -0.001
C 4.470 -0.013 0.991  0.004
C 5.804 -0.142 1.351  0.000
C 6.140 -0.438 2.664  0.004
C 5.141 -0.615 3.613  0.000
C 3.809 -0.494 3.257  0.004
C -1.431 -1.907 -0.534  0.001
O -0.483 -1.026 -1.014  0.018
H -1.451 -3.375 -4.627  0.000
H -1.095 -4.601 -3.378  0.000
H -2.768 -4.073 -3.687  0.000
H -3.456 -4.353 -1.768  0.000
H -4.180 -4.382 0.583  0.000
H -3.140 -2.873 2.212  0.000
H -0.797 -1.864 2.674  -0.001
H 4.199 0.193 -0.036  0.001
H 6.580 -0.021 0.607  0.000
H 7.179 -0.538 2.947  0.000
H 5.404 -0.848 4.636  0.000
H 3.026 -0.631 3.990  0.000
C -6.472 -0.748 -0.378  0.000
C -5.674 -0.119 0.733  0.001
O -4.398 0.306 0.164  0.001
P -3.293 1.030 1.015  0.014
O -2.155 1.152 -0.008  0.077
Te -2.750 -0.034 3.097  0.056
O -3.839 2.416 1.489  0.005
C -4.157 3.505 0.567  0.000
C -3.001 4.472 0.514  0.000
H -7.401 -1.149 0.025  0.000
H -5.910 -1.566 -0.829  0.000
H -6.722 -0.019 -1.147  0.000
H -5.459 -0.827 1.535  0.000
H -6.169 0.757 1.156  0.000
H -5.054 3.962 0.978  0.000
H -4.402 3.084 -0.411  0.000
H -2.801 4.885 1.501  0.000
H -3.246 5.294 -0.160  0.000
H -2.098 3.979 0.156  0.000
C 3.445 4.822 -1.900  0.000
N 2.832 4.296 -0.652  0.001
C 3.531 3.066 -0.176  0.001
C 1.336 4.067 -0.800  0.006
C 0.712 3.948 0.561  0.020
C 0.752 5.105 1.342  -0.003
C 0.363 5.092 2.669  0.022
C -0.061 3.894 3.221  -0.003
C -0.132 2.751 2.438  0.024
C 0.212 2.738 1.076  -0.005
H 4.502 5.006 -1.724  0.000
H 2.942 5.744 -2.180  0.000
H 3.322 4.071 -2.677  0.000
H 2.936 4.998 0.086  0.000
H 3.465 2.321 -0.966  0.000
H 3.031 2.698 0.714  0.000
H 4.567 3.318 0.033  0.000
H 1.227 3.176 -1.415  0.002
H 0.963 4.934 -1.350  0.001
H 1.087 6.041 0.902  -0.001
H 0.401 5.995 3.261  0.001
H -0.347 3.847 4.263  0.000
H -0.479 1.841 2.905  0.000
C 2.859 -4.661 -4.053  0.000
C 3.493 -4.508 -2.676  0.000
C 3.150 -3.171 -2.024  0.000
C 1.663 -3.071 -1.609  0.002
Ge 0.894 -1.437 -2.267  0.007
C 0.510 -1.316 -4.156  0.001
C 1.548 -0.458 -4.891  0.000
C 1.619 -0.770 -6.384  0.000
C 0.334 -0.409 -7.118  0.000
H 3.095 -5.627 -4.498  0.000
H 3.220 -3.886 -4.734  0.000
H 1.769 -4.586 -4.011  0.000
H 4.578 -4.594 -2.766  0.000
H 3.171 -5.321 -2.020  0.000
H 3.426 -2.376 -2.730  0.000
H 3.773 -3.006 -1.143  0.000
H 1.547 -3.084 -0.524  0.000
H 1.095 -3.918 -2.000  0.000
H 1.775 -0.225 -1.920  0.005
H -0.503 -0.945 -4.292  0.000
H 0.526 -2.336 -4.549  0.000
H 2.540 -0.574 -4.443  0.000
H 1.292 0.600 -4.761  0.000
H 1.832 -1.835 -6.513  0.000
H 2.460 -0.232 -6.827  0.000
H -0.522 -0.965 -6.732  0.000
H 0.405 -0.626 -8.183  0.000
H 0.116 0.658 -7.016  0.000
O -0.361 1.684 -1.972  0.058
S -1.708 2.275 -2.480  0.013
C -1.410 2.638 -4.214  0.001
C -2.696 2.217 -4.916  0.000
C -3.035 0.834 -4.358  0.000
C -2.825 0.886 -2.841  0.003
H -0.558 2.020 -4.504  0.000
H -1.161 3.692 -4.315  0.000
H -2.556 2.206 -5.995  0.000
H -3.497 2.928 -4.702  0.000
H -2.373 0.092 -4.803  0.000
H -4.057 0.542 -4.593  0.000
H -2.354 0.005 -2.408  0.000
H -3.739 1.084 -2.283  0.000



| no. | largest force on an atom (eV/A) | DFT total energy (eV) |
| --- | --- | --- |
| 1 | 7.53 | -97367.5610 |
| 2 | 3.44 | -50500.0013 |
| 3 | 0.61 | -147341.3978 |